Entry 1:
Molecular formula: C36H48AgN3O7Se
Method: DFT, ωB97M-V/def2-TZVPD

## Properties
E ... -126261.6705 eV
2S+1 ... 1
Max |F| ... 0.0198 Eh/bohr
HOMO ... -1.5 eV
Energy above the lowest of the compared OMol25 structures with the same formula, charge and spin ... 0.000 eV
Total charge ... -2

Element x y z (Å)
1 Ag 1.34053 1.59328 -0.93679
2 C 1.34676 -4.53968 3.89982
3 C 0.71640 -3.15000 3.96716
4 C 0.90658 -2.60745 5.39111
5 C -0.78864 -3.29500 3.69577
6 C 1.33301 -2.18902 2.95368
7 C 0.84095 -0.88771 2.84622
8 C 1.36176 0.01591 1.94995
9 Se 0.57162 1.76777 1.78878
10 C -1.25369 1.28414 1.44932
11 C -2.01951 0.94129 2.55376
12 C -3.35901 0.58844 2.45295
13 C -3.90108 0.67388 1.17397
14 C -3.21096 1.05474 0.03227
15 C -1.79495 1.34578 0.11198
16 O -1.09666 1.67763 -0.90726
17 C -4.07879 1.17157 -1.24195
18 C -3.35964 1.63500 -2.51299
19 C -5.20298 2.18979 -0.98326
20 C -4.71452 -0.19063 -1.56370
21 C -4.21479 0.14857 3.63883
22 C -5.41392 1.09057 3.81170
23 C -3.41682 0.14778 4.94277
24 C -4.73845 -1.27505 3.40376
25 C 2.48837 -0.28547 1.10731
26 O 3.02715 0.61390 0.37092
27 C 2.93081 -1.64478 1.15917
28 C 2.37107 -2.51874 2.09020
29 C 3.96980 -2.24047 0.19043
30 C 3.34917 -3.46782 -0.50481
31 C 4.43124 -1.29567 -0.92617
32 C 5.21280 -2.68928 0.97152
33 H 0.87108 -5.19526 4.63614
34 H 2.41701 -4.50600 4.11733
35 H 1.21926 -4.98915 2.91257
36 H 0.46222 -3.28137 6.13271
37 H 0.43910 -1.62670 5.49773
38 H 1.96968 -2.49254 5.61606
39 H -1.25630 -3.97003 4.42207
40 H -0.95849 -3.68893 2.69155
41 H -1.29580 -2.33023 3.75377
42 H 0.00508 -0.57557 3.46303
43 H -1.52960 0.95583 3.51771
44 H -4.95787 0.44033 1.06363
45 H -2.82308 2.57045 -2.36891
46 H -4.12125 1.76464 -3.29196
47 H -2.64435 0.89820 -2.86460
48 H -4.77885 3.17297 -0.76631
49 H -5.83475 1.90712 -0.13917
50 H -5.83977 2.27823 -1.87045
51 H -3.93745 -0.94529 -1.69864
52 H -5.29470 -0.12407 -2.49070
53 H -5.38279 -0.53320 -0.77055
54 H -5.07285 2.11551 3.97430
55 H -6.02823 0.78753 4.66686
56 H -6.04755 1.09023 2.92225
57 H -3.02486 1.14040 5.17341
58 H -2.57164 -0.54212 4.89266
59 H -4.05989 -0.16529 5.77102
60 H -5.34611 -1.32596 2.49763
61 H -5.35304 -1.61107 4.24651
62 H -3.90499 -1.97045 3.28246
63 H 2.75808 -3.53157 2.11503
64 H 2.39377 -3.18949 -0.95404
65 H 3.16728 -4.28990 0.19171
66 H 4.02239 -3.83784 -1.28731
67 H 3.59062 -0.91148 -1.50248
68 H 5.09667 -1.86762 -1.58760
69 H 4.96086 -0.42673 -0.54343
70 H 4.96121 -3.42731 1.73697
71 H 5.67690 -1.83356 1.46804
72 H 5.95113 -3.13642 0.29488
73 O 2.21305 1.77997 -3.51060
74 C 2.33894 3.00713 -3.31020
75 O 2.11633 3.66480 -2.27764
76 C 2.83401 3.82726 -4.51432
77 C 2.90901 5.21102 -4.44396
78 C 3.34056 5.96697 -5.52912
79 C 3.71062 5.34129 -6.71047
80 C 3.63291 3.96386 -6.74961
81 C 3.20769 3.19037 -5.69280
82 N 4.03246 3.27458 -8.02627
83 O 4.06793 2.05924 -8.02609
84 O 4.29635 3.98224 -8.98697
85 H 2.61699 5.66607 -3.50592
86 H 3.38923 7.04642 -5.45811
87 H 4.04833 5.89260 -7.57537
88 H 3.15119 2.11362 -5.74821
89 N -0.22118 0.05649 -3.13879
90 C 0.75088 -0.84212 -2.75273
91 N 1.58820 -1.31325 -3.75612
92 O 0.83765 -1.21348 -1.59985
93 H 0.09001 0.75428 -3.79959
94 H -0.67414 0.46684 -2.31374
95 H 1.75294 -0.67348 -4.51663
96 H 2.43826 -1.68231 -3.35521

Cartesian forces, eV/Å:
0.08 0.33 0.09
0.02 -0.07 0.02
-0.03 0.02 -0.04
0.03 0.04 0.02
-0.04 -0.02 -0.03
0.02 0.15 0.04
-0.07 -0.02 0.01
0.19 -0.14 -0.02
0.10 0.01 -0.14
-0.22 0.03 -0.13
-0.03 -0.04 0.00
0.12 0.04 -0.02
-0.08 -0.05 -0.03
0.00 0.04 0.03
-0.15 0.09 0.32
0.03 -0.21 -0.04
0.08 0.01 0.05
-0.01 0.02 0.02
-0.04 0.06 -0.02
0.01 -0.04 -0.02
0.03 0.00 -0.03
-0.02 0.06 -0.01
0.01 0.00 0.05
0.01 -0.06 -0.03
-0.12 0.06 0.06
-0.09 -0.01 -0.03
0.00 -0.14 0.09
0.03 -0.02 -0.11
-0.08 0.02 0.03
-0.03 -0.01 -0.01
0.06 -0.04 -0.03
0.08 0.04 0.01
0.01 0.00 -0.01
-0.01 0.02 0.01
-0.02 0.02 0.00
-0.01 0.00 -0.01
0.00 -0.01 0.00
-0.01 -0.01 0.00
0.01 0.00 0.00
0.01 0.00 0.01
0.01 0.00 0.00
0.02 -0.01 0.02
0.00 0.02 0.03
0.04 -0.01 0.00
-0.03 0.00 0.02
0.04 0.03 -0.03
0.04 -0.04 -0.01
0.01 -0.01 -0.01
0.02 -0.01 -0.02
-0.01 0.00 0.01
0.00 0.01 -0.01
-0.01 -0.01 0.01
0.02 0.01 0.00
0.00 -0.01 0.01
0.00 -0.01 -0.01
0.01 0.00 0.01
-0.02 0.01 0.00
-0.01 -0.01 0.00
0.00 0.00 -0.01
0.02 0.01 0.01
0.00 0.01 0.00
-0.01 0.01 0.01
0.01 0.01 0.00
0.03 0.02 -0.04
0.00 0.02 0.01
-0.01 0.00 0.02
-0.02 -0.03 0.03
0.00 0.06 -0.02
0.01 -0.02 0.02
-0.01 0.01 0.00
0.00 0.00 -0.01
-0.01 0.00 0.01
-0.09 -0.06 0.07
0.13 0.31 -0.24
-0.07 -0.29 0.03
0.03 -0.12 -0.09
0.00 0.07 0.06
0.01 -0.05 -0.03
-0.05 0.22 0.15
0.26 -0.51 -0.84
-0.10 -0.01 0.26
-0.20 0.33 0.65
0.04 0.31 -0.20
0.00 -0.31 0.08
0.00 0.04 -0.02
0.00 0.00 0.01
-0.01 -0.02 0.01
0.02 0.01 -0.03
-0.07 -0.30 -0.07
-0.19 0.75 -0.18
-0.07 -0.17 0.16
0.15 -0.71 0.28
0.04 0.01 0.02
0.08 0.15 -0.14
0.03 0.13 0.05
0.02 0.04 -0.06


Entry 2:
Molecular formula: C36H48BN10OS3Sc
Method: DFT, ωB97M-V/def2-TZVPD

## Properties
E ... -108919.6669 eV
2S+1 ... 1
Max |F| ... 0.2529 Eh/bohr
HOMO (spin up / spin down) ... -1.8 / -1.8 eV
Energy above the lowest of the compared OMol25 structures with the same formula, charge and spin ... 26.813 eV
Total charge ... -2

Element x y z (Å)
1 Sc 0.40244 -0.93747 -0.61259
2 C 5.42691 4.74760 0.18563
3 C 4.23425 4.00100 -0.46768
4 C 5.09045 3.84325 -2.02920
5 C 2.80808 3.72071 -0.17043
6 N -0.33944 3.95447 1.32701
7 C -1.37161 4.46723 2.13875
8 C -2.45411 3.53212 2.09342
9 N -2.17655 2.65187 1.07633
10 B -3.05548 1.68960 0.51490
11 N -3.40073 0.41065 1.46041
12 C -4.67892 0.36521 1.80123
13 C -5.05280 0.33604 3.02455
14 N -3.57502 -0.01736 3.64589
15 C -2.70620 0.05483 2.54602
16 S -1.01098 0.09900 2.29545
17 C -3.08455 -0.08679 5.02182
18 C -4.40072 0.16941 6.07830
19 C -2.27371 -1.22591 5.38557
20 C -2.28311 1.45498 5.13816
21 N -3.01466 1.39079 -0.99901
22 C -2.70965 2.41891 -1.88851
23 C -2.73109 1.93844 -3.13374
24 N -2.87369 0.57193 -3.10101
25 C -2.99803 0.13718 -1.73958
26 S -2.80483 -1.44294 -1.27402
27 C -3.06771 -0.20369 -4.21947
28 C -4.40175 -0.84280 -4.12060
29 C -2.05511 -1.21557 -4.71159
30 C -3.18713 0.74427 -5.38976
31 C -0.83251 2.82010 0.79499
32 S 0.16459 1.85893 -0.50737
33 H -1.43031 -1.28901 10.35721
34 H 6.47905 4.53090 -0.13906
35 H 5.28948 5.31162 1.12159
36 H 5.96711 3.34973 -2.22447
37 H 5.16318 4.88994 -2.58537
38 H 4.25003 3.47611 -2.40669
39 H 1.76237 4.09298 -0.43395
40 H 2.62442 3.83747 1.00378
41 H 2.56944 2.97013 -0.62916
42 H -1.20817 5.44970 2.45556
43 H -3.37760 3.77451 2.40300
44 H -4.25635 2.21860 0.51326
45 H -5.45440 0.73676 1.10770
46 H -6.00225 -0.82168 3.29045
47 H -4.96887 -0.86734 5.94813
48 H -4.69880 1.14585 5.61990
49 H 14.44474 0.76345 -0.25335
50 H -2.66360 -2.23878 5.08851
51 H -1.84272 -1.11234 6.40775
52 H -1.50995 -0.92875 4.60378
53 H -2.02284 1.16428 6.21871
54 H -3.14185 2.69290 5.62455
55 H -1.45319 1.51729 4.70007
56 H -2.53174 3.49301 -1.51745
57 H -2.74669 2.57191 -4.05092
58 H -4.63493 -0.86261 -2.81251
59 H -4.28208 -1.79896 -4.71072
60 H -5.46991 -0.36001 -4.25811
61 H -1.43296 -0.75716 -5.43551
62 H -2.72148 -2.41030 -5.07962
63 H -1.47300 -1.43142 -3.81949
64 H -3.88581 1.61167 -5.29645
65 H -3.56999 0.16003 -6.27839
66 H -2.46247 1.39657 -5.72934
67 N 0.46243 -5.15300 -0.26998
68 C -0.10823 -5.06524 -1.49616
69 C -0.63494 -3.81675 -1.73642
70 N -0.20264 -3.07026 -0.67891
71 C 0.36852 -3.89703 0.13990
72 C 0.85057 -3.31338 1.44029
73 N 1.05170 -1.91037 1.32440
74 C 1.37282 -1.59228 2.64401
75 C 1.37001 -2.77806 3.35102
76 N 1.11175 -3.71857 2.58935
77 H -4.42694 0.68719 7.02929
78 H -0.14151 -6.03664 -2.26150
79 H -0.94191 -3.22461 -2.69090
80 H 1.46759 -0.52910 2.90367
81 H 1.43983 -2.93512 4.42080
82 H 14.71702 0.68732 -1.02129
83 C 2.35997 -1.19605 -1.74893
84 C 3.56277 -2.06435 -1.46752
85 C 3.59752 -3.00584 -0.33942
86 C 4.75305 -3.62516 -0.28126
87 C 5.98278 -3.09153 -0.72477
88 C 6.01502 -1.98751 -1.46845
89 C 4.74577 -1.50836 -1.92763
90 H 2.64195 -3.27599 0.18470
91 H 4.87078 -4.23383 0.69061
92 H 6.90887 -3.30696 -0.12771
93 H 6.78803 -1.58436 -1.98555
94 H 4.68182 -0.65523 -2.41800
95 C 1.98576 -2.38751 -4.12939
96 C 1.64753 -1.51457 -2.90866
97 O 0.43380 -0.87769 -2.75487
98 H 1.91354 -1.78164 -4.92442
99 H 1.36618 -3.26706 -4.25522
100 H 3.09431 -2.65348 -4.06837

Cartesian forces, eV/Å:
-1.07 0.29 1.40
-5.15 -2.88 -0.57
9.05 4.97 -0.30
-2.90 4.66 1.96
1.46 8.53 6.80
-1.22 -1.09 0.16
-0.21 -4.32 -2.05
4.06 3.14 -1.52
3.51 0.64 1.25
-4.83 -1.50 -0.98
-0.75 0.61 -1.15
-2.56 2.12 -5.97
-0.04 -6.09 7.43
-0.97 -1.22 -2.14
1.40 0.99 1.76
-1.26 -0.69 1.46
-3.72 6.35 1.70
0.46 -0.79 -3.79
2.55 -0.35 -1.57
-8.73 -1.96 9.44
1.99 -2.74 -1.81
-0.71 1.26 1.53
0.32 1.69 -1.04
0.81 1.10 4.54
1.09 4.43 -0.60
0.13 -0.19 0.76
-1.73 0.74 -3.95
-4.33 -1.54 3.92
-1.35 -3.81 1.61
-3.52 0.53 -2.33
1.28 0.72 -1.66
-1.23 0.34 1.41
0.00 0.00 0.00
-1.44 0.41 0.03
0.17 -0.42 -0.17
1.89 -1.68 0.44
-0.07 -1.82 1.65
-2.90 -2.47 -3.09
1.46 1.83 -0.53
0.58 -1.25 -2.43
-1.92 -9.76 -3.71
-0.32 1.03 1.22
-3.28 0.11 1.04
1.24 0.03 0.34
0.63 -0.95 -0.25
2.69 4.01 -0.62
0.32 2.82 0.54
-1.45 -1.45 -0.87
0.74 -0.21 -2.10
0.16 1.11 0.60
-0.44 -0.41 -0.82
0.65 -1.63 0.97
0.38 1.15 -0.97
2.45 -3.64 -2.27
6.28 1.45 -4.44
-0.50 -2.07 -0.70
0.39 -1.00 1.18
0.80 -1.42 -4.01
-1.31 0.78 1.38
2.52 -0.01 -0.94
0.61 -0.22 -1.02
2.67 3.93 0.87
0.37 -0.67 -0.34
-0.78 -1.25 0.54
0.53 0.54 0.83
3.13 0.26 -0.52
0.07 -0.10 -0.28
-0.90 -3.53 -3.01
0.87 1.22 -2.51
-1.17 2.68 -1.21
1.58 -1.30 3.65
-0.47 3.40 -5.45
-0.05 -0.90 1.19
0.06 1.23 -1.38
1.66 5.89 4.58
-1.60 -8.68 -0.88
1.43 -1.32 1.18
-0.03 2.67 2.23
0.23 -1.71 1.86
0.23 -0.85 0.18
0.36 0.27 0.06
-0.74 0.21 2.10
1.16 -3.32 0.71
-0.58 2.63 1.77
-3.61 1.44 -3.67
3.29 -1.90 5.03
1.46 -0.90 2.14
-4.09 0.24 -1.80
0.84 -4.39 2.79
1.49 0.26 -0.48
-0.15 0.12 -1.85
-0.82 -0.68 -1.02
2.92 1.29 -0.52
-0.12 3.69 -2.74
1.86 -1.04 3.72
-3.37 2.08 0.74
2.37 -1.91 -1.81
-0.60 2.19 -3.21
-0.15 -0.07 0.27
-1.52 0.02 0.13


Entry 3:
Molecular formula: C36H48BeN5O4
Method: DFT, ωB97M-V/def2-TZVPD

## Properties
E ... -54107.9199 eV
2S+1 ... 1
Max |F| ... 0.2559 Eh/bohr
HOMO ... -9.9 eV
Energy above the lowest of the compared OMol25 structures with the same formula, charge and spin ... 33.120 eV
Total charge ... +1

Element x y z (Å)
1 Be -0.78872 -24.44401 14.25130
2 C 1.66796 -21.78430 13.90048
3 C 1.43822 -23.07998 13.20327
4 O 0.25881 -23.74445 13.52741
5 H 0.92151 -21.00551 13.74428
6 H 2.63226 -21.32901 13.67478
7 H 1.61317 -21.81468 14.98868
8 H 2.25663 -23.76844 13.41385
9 H 1.53636 -22.98187 12.12214
10 N 3.28413 -24.17233 8.66595
11 C 2.29240 -23.21239 8.73711
12 C 1.37193 -23.15275 9.78982
13 C 1.32489 -24.23727 10.73316
14 C 2.26834 -25.25975 10.60336
15 C 3.27963 -25.18720 9.58397
16 H 2.33059 -22.48946 7.93566
17 H 0.57869 -22.43617 9.94369
18 H 0.58420 -24.21797 11.51891
19 H 2.22026 -26.15572 11.20446
20 H 4.02075 -25.96181 9.45315
21 N 4.67682 -24.85132 13.13911
22 C 5.79326 -24.10443 13.24545
23 C 5.94818 -22.88318 12.70355
24 C 4.95431 -22.44703 11.79369
25 C 3.82187 -23.27428 11.56883
26 C 3.71037 -24.49855 12.24172
27 H 6.59073 -24.49559 13.85982
28 H 6.91544 -22.40283 12.71219
29 H 4.96567 -21.47073 11.33205
30 H 3.01613 -22.93937 10.93242
31 H 2.78284 -25.01013 12.45237
32 N -0.09789 -24.42933 15.63043
33 C 1.09224 -23.76072 15.63717
34 C 2.00738 -23.97168 16.59832
35 C 1.80548 -24.86883 17.61016
36 C 0.60977 -25.49944 17.66323
37 C -0.38303 -25.21998 16.69456
38 H 1.26091 -23.01573 14.87367
39 H 2.96347 -23.46947 16.59075
40 H 2.52507 -24.96891 18.40927
41 H 0.48835 -26.20773 18.46944
42 H -1.26027 -25.84993 16.69144
43 N 0.14325 -25.87653 14.26958
44 C 1.35951 -25.60794 13.75735
45 C 2.51933 -26.18184 14.28851
46 C 2.40273 -27.19418 15.15936
47 C 1.17081 -27.64037 15.64550
48 C 0.08678 -26.88407 15.18655
49 H 1.35968 -24.74622 13.10632
50 H 3.49287 -25.76020 14.08647
51 H 3.32068 -27.65688 15.49057
52 H 0.95678 -28.46190 16.31309
53 H -0.87867 -27.08694 15.62606
54 N -1.12274 -23.28758 15.15200
55 C -0.42365 -22.10125 15.41112
56 C -1.01734 -21.17028 16.19543
57 C -2.21983 -21.47783 16.85150
58 C -2.81907 -22.71477 16.72736
59 C -2.19705 -23.58441 15.84706
60 H 0.51445 -21.93975 14.90095
61 H -0.62395 -20.18171 16.38082
62 H -2.73527 -20.80460 17.52044
63 H -3.71560 -22.93233 17.28886
64 H -2.52791 -24.58465 15.60946
65 C 4.24406 -21.12209 14.74255
66 C 3.94355 -21.79484 16.02562
67 O 3.45962 -21.25992 16.96607
68 C 4.46057 -23.25226 16.13956
69 H 3.37793 -21.34668 14.12007
70 H 5.15451 -21.42831 14.22738
71 H 4.34091 -20.04149 14.84752
72 H 4.52738 -23.37130 17.22098
73 H 5.32291 -23.48004 15.51300
74 H 3.61036 -23.89643 15.91531
75 C 1.50198 -19.14765 16.99112
76 C 1.37690 -19.60275 15.49092
77 O 0.66762 -20.54044 15.17198
78 C 2.23809 -18.87240 14.49428
79 H 2.56795 -18.97859 17.14357
80 H 1.09671 -19.84801 17.72142
81 H 0.95127 -18.24224 17.24618
82 H 3.22933 -19.30844 14.37015
83 H 2.21443 -17.81043 14.73871
84 H 1.73418 -18.99819 13.53597
85 C 3.43167 -20.61004 10.51640
86 C 3.16487 -20.47412 12.00305
87 O 4.07052 -20.45823 12.76142
88 C 1.78948 -20.09105 12.43710
89 H 4.27969 -21.25259 10.27956
90 H 3.42805 -19.61624 10.06868
91 H 2.55390 -21.06312 10.05560
92 H 1.12805 -20.95722 12.45613
93 H 1.29175 -19.31498 11.85566
94 H 1.73558 -19.64466 13.43004

Cartesian forces, eV/Å:
2.07 -1.40 -2.88
0.65 -2.24 -1.37
0.02 0.75 -0.58
-0.31 4.58 -5.38
0.62 -2.89 -0.26
-4.45 -1.12 -1.82
3.37 -0.55 -0.78
0.33 1.23 0.60
-0.22 0.94 0.69
-1.19 -0.51 1.23
0.84 -1.34 0.92
-0.39 -2.23 0.16
0.51 -0.39 -2.78
-0.63 -0.44 -2.68
-2.31 1.95 -0.85
-0.11 0.16 0.03
0.16 0.51 -0.56
-0.36 -0.54 -0.57
-0.14 -0.09 -0.11
0.13 0.03 0.12
0.34 0.31 -1.42
-0.51 -1.41 0.54
-0.16 0.75 -2.77
-0.08 -2.39 0.67
1.97 0.82 0.55
3.14 1.81 3.43
0.00 -0.31 0.20
-0.07 0.37 0.48
1.63 -1.43 0.94
0.82 0.00 0.13
1.39 0.01 -0.75
6.79 -4.28 8.97
1.08 -2.05 2.16
-1.01 0.95 1.24
0.03 -0.06 1.02
-1.33 0.32 0.35
2.08 0.33 1.63
0.48 -3.41 2.37
-4.10 0.48 1.77
0.18 -0.28 -0.05
-0.68 -0.13 -0.07
-0.28 0.89 0.25
0.70 -5.63 -2.54
0.23 -2.47 0.67
-1.22 0.98 -0.96
0.27 -2.26 1.82
-0.90 1.27 -1.80
0.41 -1.67 -1.09
0.01 -3.33 -0.05
0.04 -0.44 -0.25
0.08 -0.17 0.27
0.44 0.03 0.10
0.01 -0.48 -0.73
-7.28 8.69 1.03
-5.18 -2.38 -0.94
-2.66 -0.19 2.18
-0.64 -0.40 0.54
0.61 -0.13 -0.22
-3.10 1.18 0.15
-4.47 -2.23 0.47
-0.67 -0.61 0.34
0.34 0.49 -0.07
-0.01 -0.30 -0.17
-0.92 -0.12 0.30
1.74 -0.34 2.63
3.56 -1.46 -1.61
-1.56 1.05 1.76
1.23 0.91 -0.55
4.63 -0.36 3.17
-0.28 -0.48 0.68
0.29 -0.69 0.61
0.89 -0.37 0.05
0.10 0.27 0.55
3.19 -0.87 -2.40
-0.01 -0.34 -0.88
0.66 1.32 2.29
2.73 12.34 2.72
-0.34 4.01 4.22
-0.18 0.02 0.32
0.39 -0.50 -0.34
0.06 0.43 -0.69
-0.75 0.82 0.00
0.66 0.07 0.49
0.38 12.65 3.46
-1.99 -0.12 -0.82
-1.74 2.33 -3.45
1.79 2.45 -0.81
-1.84 -0.98 -6.28
-0.85 1.25 -1.11
0.53 0.15 0.18
0.03 0.04 -0.03
0.11 1.02 -2.55
0.40 0.25 -1.10
-0.18 -12.44 -4.29